Formula: C88H185F24N8O17P3S6
Source: the Open Molecules 2025 dataset
Level of theory: wB97M-V/def2-TZVPD

The geometry in XYZ format:
```
331
Properties=species:S:1:pos:R:3:forces:R:3
O 2.2576 3.9817 0.3956 0.38 -1.51 -1.59
C 2.5919 4.7365 1.4384 3.12 3.35 3.05
O 1.6608 5.0700 2.1722 -2.00 -0.10 0.56
O 3.7888 5.1459 1.6483 -0.70 -1.71 -1.93
H 1.3570 3.7902 0.6672 -0.78 -0.44 -0.46
P -1.6116 1.1360 0.0305 -4.53 1.37 -0.38
F -2.2512 0.7852 1.5230 0.93 0.01 -0.56
F -0.3307 1.9263 0.6247 0.17 -0.65 0.24
F -0.9164 -0.2938 0.0684 1.13 -0.47 -0.04
F -1.0857 1.4309 -1.4845 0.51 0.07 0.41
F -2.9390 0.4091 -0.7101 0.91 0.15 0.87
F -2.4775 2.5308 0.1172 1.07 -0.86 -0.55
C 0.9905 -1.3378 -1.8891 -0.14 -0.75 -0.57
C 0.0426 -2.2962 -2.6806 0.15 1.83 1.72
C -0.1635 -1.8469 -4.1020 -0.95 -0.22 -0.95
C -0.9918 -0.4981 -4.2719 0.34 -1.63 -0.86
N -1.4245 -0.1878 -5.7185 1.42 1.98 -0.62
C -0.1736 0.2589 -6.6127 0.27 -2.32 0.21
C 0.3248 1.6368 -6.1847 -0.67 -0.80 0.25
C -0.9253 2.3052 -5.6998 -1.51 0.22 0.66
C -2.0364 1.2717 -5.7768 -1.87 -0.80 -0.27
C -2.3488 -1.2990 -6.3384 1.14 0.53 0.03
C -3.6731 -1.4936 -5.6352 -0.03 0.07 -0.30
C -4.6760 -2.2631 -6.5049 -0.19 -0.10 -0.33
H 1.8911 -1.2327 -2.4940 0.52 -0.23 0.22
H 1.1839 -1.7782 -0.9110 0.29 0.17 -0.02
H 0.6594 -0.3121 -1.7263 -0.57 -0.27 -0.07
H -0.9045 -2.3336 -2.1424 -0.37 0.25 -0.08
H 0.3823 -3.3267 -2.5766 0.37 -0.04 -0.54
H -0.6448 -2.7235 -4.5354 -0.58 0.31 -0.60
H 0.7871 -1.8087 -4.6340 0.22 0.38 0.06
H -0.3415 0.3030 -3.9205 -0.61 0.23 0.10
H -1.9505 -0.5840 -3.7604 0.32 0.34 0.52
H -0.5008 0.1786 -7.6493 -0.32 0.45 0.11
H 0.5949 -0.5106 -6.5397 -0.01 -0.13 0.25
H 0.7025 2.1816 -7.0499 0.57 -0.27 0.30
H 0.9662 1.6016 -5.3041 0.74 -0.23 -0.64
H -1.1619 3.1247 -6.3784 -0.36 0.16 0.52
H -0.8887 2.6214 -4.6573 0.28 0.48 -0.20
H -2.5590 1.3769 -6.7274 0.30 -0.56 -0.41
H -2.8876 1.3733 -5.1036 0.44 0.11 0.74
H -1.8276 -2.2563 -6.3478 0.51 0.25 0.08
H -2.4502 -1.0033 -7.3826 -0.28 0.17 0.06
H -4.0587 -0.4947 -5.4310 -0.45 -0.20 0.33
H -3.5868 -2.0700 -4.7142 0.42 0.34 0.24
H -4.3516 -3.1027 -7.1197 1.04 0.09 -0.01
H -5.1257 -1.5724 -7.2182 -0.52 -0.13 0.28
H -5.3773 -2.7968 -5.8633 -0.54 0.73 0.01
C 2.0369 -0.2038 1.4814 0.71 0.18 0.45
C 3.3422 0.5207 1.7959 0.62 -0.89 0.46
C 4.2225 -0.2903 2.7918 -0.68 -0.89 0.35
C 4.6149 -1.7216 2.2371 1.30 0.25 -0.02
N 5.4298 -2.6933 3.1456 -1.07 0.33 2.39
C 5.9412 -3.9754 2.4572 -0.26 1.14 -0.05
C 4.7347 -4.8680 2.3839 -0.95 -0.66 0.02
C 3.8256 -4.5167 3.5750 -0.68 0.59 0.07
C 4.4487 -3.3070 4.2255 1.12 -0.31 -0.56
C 6.4713 -1.9691 4.0127 0.11 -0.03 -1.75
C 7.5217 -1.2665 3.1533 -0.43 -0.73 -1.02
C 8.3838 -0.4036 3.9724 1.22 0.89 0.61
H 2.2066 -1.1573 0.9812 -0.22 0.20 -0.55
H 1.3591 0.4946 0.9907 -0.12 -0.59 -0.17
H 1.6397 -0.4916 2.4549 -0.46 0.13 0.04
H 3.0644 1.4767 2.2397 0.38 0.08 0.15
H 4.0103 0.7253 0.9593 -0.44 0.11 -0.51
H 3.6613 -0.3795 3.7219 -0.08 -0.14 0.14
H 5.1000 0.3073 3.0388 0.26 -0.31 -0.11
H 5.2946 -1.5046 1.4131 -0.01 -0.25 -0.25
H 3.8423 -2.3922 1.8609 -0.45 0.63 0.09
H 6.7459 -4.3687 3.0783 -0.05 0.09 -0.04
H 6.2858 -3.7694 1.4438 0.36 0.35 0.26
H 4.9948 -5.9255 2.3369 0.17 0.05 0.17
H 4.1872 -4.6737 1.4617 0.00 0.06 -0.11
H 3.6953 -5.2771 4.3451 0.09 -0.21 -0.32
H 2.8309 -4.1733 3.2908 -0.16 -0.60 -0.47
H 5.0971 -3.6867 5.0151 0.02 0.59 0.17
H 3.7167 -2.5856 4.5887 0.42 0.19 -0.08
H 6.9443 -2.7226 4.6426 -0.01 -0.03 -0.09
H 5.9319 -1.2876 4.6705 -0.03 0.08 -0.20
H 7.1710 -0.7094 2.2845 -0.92 0.36 0.29
H 8.1598 -1.9574 2.6024 0.05 -0.76 0.46
H 9.2287 -0.0902 3.3593 0.16 0.07 0.19
H 8.7783 -0.9539 4.8266 0.09 0.15 0.11
H 7.9039 0.5094 4.3249 -0.19 -0.11 0.14
C 3.7485 8.4068 -0.0516 -0.77 -0.19 1.18
C 2.7901 9.5238 -0.4370 1.35 0.83 -1.49
C 1.5014 9.0441 -1.1017 0.62 -1.44 -0.39
C 0.6596 8.3870 -0.0566 -2.37 1.24 0.33
N -0.4741 7.4658 -0.5895 0.68 -1.44 -0.26
C -1.3217 6.8520 0.6232 2.13 0.48 -1.62
C -1.7113 5.4795 0.1006 -1.02 -0.34 -0.21
C -0.8307 5.0934 -1.0885 0.04 1.37 -1.04
C 0.2413 6.1862 -1.1299 0.07 -0.38 1.01
C -1.3951 7.9903 -1.7836 0.49 1.16 2.37
C -2.1577 9.2615 -1.3546 1.10 -0.03 0.36
C -2.7380 9.9739 -2.5385 -0.64 -0.81 -1.05
H 3.3310 7.9654 0.8533 0.39 -0.63 0.02
H 4.7281 8.7876 0.2372 -0.01 0.05 -0.21
H 3.8410 7.6318 -0.8125 0.03 0.05 -0.08
H 3.3617 10.0978 -1.1664 -0.30 0.35 -0.32
H 2.7000 10.2253 0.3924 -0.60 -0.16 0.15
H 1.7552 8.2270 -1.7770 0.62 -0.07 -0.27
H 0.9918 9.7179 -1.7906 -0.15 0.58 0.68
H 0.1919 9.1961 0.5044 -0.54 -0.03 0.06
H 1.2433 7.8958 0.7219 -0.12 -0.79 -0.50
H -2.0303 7.6128 0.9507 -0.22 -0.44 -0.18
H -0.5357 6.6992 1.3627 -0.13 0.27 0.27
H -2.7440 5.4469 -0.2465 -0.19 -0.29 0.48
H -1.5035 4.7468 0.8805 -0.55 0.06 0.10
H -1.2669 5.2665 -2.0723 -1.10 -0.45 0.21
H -0.5881 4.0308 -1.0970 0.66 0.28 0.27
H 0.6353 6.3485 -2.1332 -0.06 0.25 0.15
H 1.0495 5.9389 -0.4416 0.11 0.42 0.03
H -2.1437 7.2217 -1.9759 0.49 -0.24 -0.30
H -0.6934 8.2299 -2.5826 -0.25 -0.39 -0.17
H -1.4633 9.9857 -0.9286 0.21 -0.21 0.50
H -2.9020 8.9960 -0.6039 -0.10 0.14 -0.08
H -1.9847 10.1248 -3.3117 0.26 0.44 0.16
H -3.2380 10.9100 -2.2899 0.08 -0.16 -0.02
H -3.4271 9.2915 -3.0362 -0.53 0.23 0.00
C -0.4019 -7.3570 -6.2111 0.78 1.05 -0.88
C 0.9840 -7.7188 -5.5747 -1.87 0.13 0.12
C 1.4825 -6.6141 -4.6168 0.22 -1.12 -0.15
C 2.7068 -7.1096 -3.7918 0.06 0.87 -0.40
P 3.8466 -5.7504 -3.1755 -1.37 -3.91 1.61
C 5.2332 -6.6794 -2.4104 0.55 1.47 1.43
C 5.0182 -7.5337 -1.1114 -0.20 -0.74 -1.06
C 6.3051 -8.3231 -0.6925 -0.73 0.24 -1.32
C 6.2632 -9.1458 0.5751 -0.42 0.58 0.32
C 4.4073 -4.8812 -4.5773 0.75 1.81 -0.07
C 4.9826 -5.7089 -5.7309 -0.39 -0.79 0.60
C 5.4696 -4.8994 -6.9298 -0.37 -0.50 0.49
C 6.5765 -3.8683 -6.5884 -0.96 -0.45 -1.26
C 2.8499 -4.8395 -1.9430 0.00 -0.05 -1.19
C 1.7906 -5.7022 -1.2365 -0.36 0.53 0.63
C 1.1754 -4.8928 -0.0649 0.96 -1.33 -0.39
C 0.4949 -5.8259 0.9367 0.05 1.13 -0.61
H -0.3245 -7.3959 -7.2976 -0.21 -0.56 -0.05
H -0.6360 -6.2987 -6.0949 -0.09 0.16 0.49
H -1.2589 -7.9351 -5.8654 0.29 -0.08 0.00
H 1.6714 -8.0550 -6.3510 0.22 0.17 0.26
H 0.6492 -8.5670 -4.9774 0.99 -0.34 0.27
H 0.6228 -6.4760 -3.9610 0.19 0.39 0.26
H 1.6723 -5.6661 -5.1202 0.03 -0.01 -0.24
H 3.3795 -7.7370 -4.3766 -0.02 0.03 -0.41
H 2.3304 -7.8080 -3.0442 0.28 0.39 0.51
H 5.8624 -5.8788 -2.0214 0.47 0.43 -0.40
H 5.8223 -7.1435 -3.2013 -0.22 -0.36 0.06
H 4.1898 -8.1737 -1.4154 0.02 -0.66 0.69
H 4.6730 -6.9347 -0.2687 -0.06 0.32 -0.13
H 7.1376 -7.6197 -0.6746 0.05 0.11 0.06
H 6.5073 -9.0292 -1.4979 0.23 0.15 -0.26
H 5.7094 -10.0746 0.4384 0.27 -0.06 0.03
H 5.7534 -8.5990 1.3683 0.03 0.05 0.23
H 7.2927 -9.3061 0.8954 -0.19 -0.41 0.07
H 5.0610 -4.0829 -4.2257 0.67 -0.12 0.19
H 3.5631 -4.2403 -4.8319 -0.45 -0.28 -0.74
H 4.1730 -6.4206 -5.8923 -0.16 0.12 -1.17
H 5.7653 -6.4149 -5.4535 0.40 0.40 0.68
H 4.5592 -4.4657 -7.3436 0.29 0.49 -0.37
H 5.8340 -5.6245 -7.6575 0.00 0.06 -0.05
H 7.1417 -3.7227 -7.5090 0.18 0.11 0.12
H 7.2720 -4.2340 -5.8331 -0.19 0.26 0.19
H 6.0882 -2.9116 -6.4031 0.42 0.06 0.63
H 2.3281 -4.1158 -2.5691 -0.08 0.37 0.07
H 3.4902 -4.2607 -1.2773 0.02 -0.15 0.18
H 2.1645 -6.6811 -0.9364 0.19 0.12 0.28
H 0.9010 -5.8948 -1.8363 0.43 -0.17 -0.69
H 0.5076 -4.1821 -0.5518 0.00 0.36 0.59
H 1.9966 -4.4209 0.4746 -0.09 0.61 -0.04
H 0.1373 -5.1469 1.7108 -0.24 -0.56 0.37
H 1.2530 -6.5107 1.3167 -0.29 -0.15 0.19
H -0.3315 -6.3512 0.4579 0.01 -0.16 0.29
C -2.5799 -8.0217 1.1593 -2.05 1.01 0.09
C -4.0342 -7.6215 1.6855 0.83 1.00 -0.51
C -4.2213 -6.0637 1.7621 1.66 -1.08 -0.31
C -4.2492 -5.4396 0.2954 0.44 -0.75 1.40
P -4.1670 -3.6429 0.2320 -1.87 0.52 -1.20
C -2.6012 -2.9883 0.7930 -0.97 1.06 -0.91
C -2.1480 -3.2933 2.1868 2.43 -0.13 0.51
C -0.9177 -2.3769 2.5203 0.28 -0.03 -0.36
C -0.1843 -2.6932 3.8240 -0.70 0.42 0.38
C -4.6739 -2.9540 -1.4851 -0.37 0.09 0.57
C -5.9997 -3.5007 -2.0773 0.53 -1.31 0.03
C -5.6843 -4.7914 -2.9071 -1.28 0.60 0.26
C -6.9890 -5.3519 -3.5700 0.93 0.43 -0.41
C -5.3956 -3.1239 1.3546 -0.71 1.62 1.59
C -5.6779 -1.5874 1.4279 0.22 -0.23 -1.18
C -6.8601 -1.2246 0.5596 -1.38 0.59 0.98
C -8.1957 -1.7499 1.1649 -0.06 -0.26 -0.70
H -2.3625 -7.5479 0.2021 -0.15 -0.24 -0.28
H -2.4746 -9.1030 1.0704 0.29 0.19 0.25
H -1.9169 -7.5146 1.8603 0.33 -0.63 0.21
H -4.0775 -8.0138 2.7016 -0.37 -0.01 -0.05
H -4.9209 -7.9200 1.1263 0.39 -0.95 -0.23
H -3.3362 -5.7674 2.3250 -0.08 0.68 -0.02
H -5.0799 -5.8998 2.4132 -0.22 0.53 -0.57
H -5.0876 -5.9636 -0.1636 -0.17 0.77 -0.49
H -3.3529 -5.6770 -0.2777 0.17 -0.76 0.11
H -2.7549 -1.9094 0.7715 -0.35 0.36 -0.34
H -1.9262 -3.1325 -0.0506 0.72 -0.35 0.39
H -1.7387 -4.3031 2.1574 -0.17 -0.26 0.49
H -2.8753 -3.2354 2.9966 -0.30 0.11 -0.37
H -1.1048 -1.3061 2.4390 -0.83 0.06 0.46
H -0.2220 -2.4301 1.6829 0.32 -0.59 -0.29
H 0.2123 -3.7069 3.8806 0.05 -0.06 -0.05
H -0.8421 -2.5347 4.6786 -0.33 -0.40 0.04
H 0.5864 -1.9627 4.0700 0.42 -0.02 -0.49
H -3.9075 -3.0649 -2.2522 0.40 -0.29 0.25
H -4.8031 -1.8751 -1.3988 0.34 0.17 0.63
H -6.5006 -2.7602 -2.7008 0.48 0.24 -0.29
H -6.7750 -3.6659 -1.3291 0.20 -0.38 0.35
H -5.1519 -5.5200 -2.2956 -0.32 -0.19 0.21
H -4.9169 -4.4722 -3.6124 -0.20 -0.13 -0.61
H -7.2897 -4.6785 -4.3726 -0.14 0.32 0.16
H -7.8268 -5.4288 -2.8770 0.20 -0.02 0.13
H -6.8781 -6.2955 -4.1044 0.28 -0.22 0.40
H -5.1071 -3.2956 2.3916 0.35 -0.98 -0.14
H -6.2973 -3.7055 1.1631 -0.16 0.09 0.03
H -4.8362 -0.9895 1.0783 0.44 -0.16 -0.08
H -5.8067 -1.2671 2.4618 -0.32 -0.18 -0.03
H -6.8195 -1.6354 -0.4493 0.41 0.18 -0.01
H -6.8725 -0.1376 0.4795 -0.23 -0.05 -0.12
H -9.0555 -1.1053 0.9825 0.26 0.26 0.00
H -8.1964 -1.9947 2.2271 0.34 0.27 0.08
H -8.4417 -2.6732 0.6404 -0.17 -0.31 0.08
C 8.3209 1.5815 -1.5480 -0.09 0.35 -0.05
C 8.0976 3.1222 -1.2121 -0.80 -1.80 -0.95
N 6.6471 3.5418 -0.8715 0.29 0.94 1.38
C 6.7950 5.0769 -0.4864 -0.35 -1.18 -0.54
C 5.7314 3.4549 -2.1385 1.71 0.18 0.81
C 4.3361 3.9355 -1.9534 -1.22 -0.35 -0.03
C 6.0331 2.7044 0.2878 0.93 1.05 -0.03
C 7.0162 2.4405 1.4241 1.98 0.57 1.01
O 7.7294 3.6277 1.9828 -0.87 -1.10 -0.86
C 8.9512 3.3139 2.6739 -0.40 -0.35 0.15
H 7.5881 1.1015 -2.1966 -0.26 0.60 -0.29
H 8.3956 0.8449 -0.7480 -0.06 0.65 0.68
H 9.2706 1.4569 -2.0683 0.05 0.40 -0.10
H 8.2911 3.6943 -2.1195 0.18 -0.09 0.01
H 8.8174 3.4524 -0.4631 -0.54 0.00 0.26
H 7.6302 5.2403 0.1946 -0.25 -0.43 -0.01
H 5.8611 5.4187 -0.0400 -0.05 -0.08 -0.01
H 7.0110 5.5387 -1.4498 -0.15 0.24 0.16
H 5.8124 2.4057 -2.4226 -0.25 0.09 -0.17
H 6.2678 4.0749 -2.8569 0.00 -0.18 -0.16
H 4.1887 4.9879 -1.7109 0.40 -0.12 0.36
H 3.7545 3.3118 -1.2746 0.16 0.29 0.36
H 3.7913 3.8137 -2.8896 0.27 -0.08 -0.36
H 5.6816 1.7758 -0.1620 0.28 -0.16 0.07
H 5.1659 3.1934 0.7315 -0.13 0.71 -0.43
H 7.8108 1.7387 1.1707 0.03 -0.09 -0.50
H 6.4972 1.9368 2.2396 -0.44 0.21 0.12
H 8.9092 2.3484 3.1780 -0.27 -0.12 0.06
H 9.1337 4.0534 3.4536 -0.26 0.17 -0.24
H 9.8318 3.2707 2.0330 -0.08 0.17 -0.43
C -1.1086 5.9373 4.4672 0.47 -1.93 0.54
C -2.2587 4.8827 4.3969 -0.55 1.00 -0.51
N -1.9528 3.3909 4.6945 -0.44 -1.05 0.48
C -1.8205 3.1909 6.1928 0.30 1.69 0.01
C -3.2162 2.4709 4.2468 0.54 0.20 -0.72
C -4.6017 2.9098 4.6885 1.22 1.14 0.75
C -0.6988 2.9437 3.9089 -1.61 -0.28 -1.31
C -0.1484 1.5614 4.2765 -0.73 1.29 0.86
O 0.5831 1.8411 5.4537 0.21 -1.38 1.35
C 0.6346 0.7436 6.4291 -0.15 0.78 -1.06
H -0.5187 5.6082 5.3226 0.27 0.53 0.24
H -1.4272 6.9664 4.6334 -0.41 -0.31 -0.02
H -0.4091 5.8946 3.6323 -0.20 -0.03 -0.21
H -2.7696 4.9860 3.4396 0.27 -0.76 -0.39
H -3.0581 5.2301 5.0514 0.21 -0.55 0.53
H -1.7345 2.1870 6.6087 -0.37 -0.17 -0.80
H -2.6886 3.7076 6.6020 0.10 -0.34 0.34
H -0.9127 3.7226 6.4781 -0.11 0.04 0.19
H -3.0968 1.4463 4.5991 0.77 0.21 0.45
H -3.1152 2.4028 3.1637 -0.11 0.34 -0.07
H -4.6154 2.9887 5.7755 -0.24 -0.40 0.17
H -5.3290 2.1611 4.3747 -0.01 0.33 -0.12
H -4.8035 3.9260 4.3495 -0.58 -0.35 -0.48
H 0.0992 3.6854 3.8750 -0.15 0.11 0.63
H -1.1319 2.9513 2.9087 0.40 -0.29 -0.34
H 0.4691 1.1482 3.4790 0.21 0.19 -0.20
H -0.9522 0.8468 4.4534 -0.18 -0.08 0.11
H -0.3014 0.4529 6.9062 -0.54 0.54 -0.26
H 1.2798 1.0788 7.2411 0.34 -0.28 -0.37
H 0.9321 -0.1428 5.8689 0.67 -0.26 0.33
C -4.6083 5.5330 -4.4235 -1.90 -1.16 2.18
F -4.7885 6.7291 -3.7875 0.03 -0.93 -1.36
F -5.3971 5.3033 -5.4444 -0.68 1.22 -0.15
F -3.3966 5.4319 -4.8573 2.22 0.40 -0.37
S -4.8851 4.1554 -3.0834 -2.09 -0.24 2.75
O -3.8868 3.1348 -3.3640 -0.15 0.70 -0.36
O -4.7518 4.8218 -1.8015 0.45 0.23 -1.09
N -6.6094 3.6533 -3.0527 4.17 0.02 -2.15
S -6.6759 2.5622 -4.2563 -2.66 0.90 -0.76
O -8.0863 2.4201 -4.6616 2.56 -0.21 0.53
O -5.6559 2.7101 -5.3125 -1.14 -1.07 1.10
C -6.3539 0.9690 -3.3064 -1.38 0.88 0.46
F -5.1711 0.9496 -2.7159 0.28 -0.66 -0.22
F -7.2845 0.8720 -2.3016 0.93 -0.38 -1.50
F -6.4677 -0.0794 -4.1662 0.18 -0.02 0.73
C -7.7541 7.1320 1.9937 0.25 -1.96 -1.23
F -6.9599 6.6316 2.9239 0.57 0.11 0.16
F -8.5419 7.9976 2.5850 -0.07 0.80 -0.56
F -6.9495 7.6688 1.0075 -1.20 -0.02 1.24
S -8.8360 5.6962 1.2285 -1.63 0.01 -2.25
O -9.7584 5.2775 2.2865 2.05 0.27 -0.84
O -9.5291 6.2818 0.0861 1.35 -0.02 0.94
N -7.7091 4.5476 0.5209 -1.39 2.64 3.01
S -7.5159 3.5240 1.7348 0.53 -1.18 0.54
O -7.3544 3.9855 3.1102 1.02 0.09 -1.06
O -8.5127 2.4997 1.6336 0.17 -1.45 -0.30
C -5.7738 2.7399 1.1686 -4.51 2.90 -0.40
F -4.8215 3.5645 1.5836 0.90 -0.45 -0.36
F -5.6927 1.5590 1.6945 1.14 -1.67 0.80
F -5.8629 2.6360 -0.1603 1.13 -0.18 0.33
C -2.3039 2.7498 10.3853 -1.24 -0.64 -1.48
F -1.3310 3.0582 9.4950 0.03 -0.36 0.83
F -1.8451 1.9490 11.3694 -0.30 1.50 -0.92
F -2.8390 3.9136 10.7909 0.79 -1.09 0.60
S -3.7411 1.8867 9.4082 -1.48 0.89 1.83
O -4.6607 1.3554 10.4600 2.51 1.07 -2.46
O -4.3118 2.9867 8.5937 1.80 -2.13 0.78
N -2.8057 0.6415 8.5869 0.81 4.55 1.67
S -3.9203 -0.2926 8.1787 -3.25 -3.06 -1.61
O -4.3197 -1.1187 9.3002 -0.19 -0.28 -1.69
O -4.9194 0.3574 7.3038 1.14 -1.51 1.13
C -2.9458 -1.4513 6.9150 0.46 0.74 3.08
F -2.8640 -0.8175 5.7734 0.02 0.01 -1.50
F -1.6532 -1.5991 7.3776 -0.61 -0.16 -0.44
F -3.4347 -2.6837 6.7699 -0.11 0.48 -0.33
```
Forces are in eV/Å.

Its net charge is +2. The orbital gap comes out at 3.6 eV. For the HOMO energy, the calculation gives -9.1 eV. The LUMO energy comes out at -5.49 eV.